Molecular formula: C20H44NO2P3Re
Method: DFT, the ωB97M-V functional and the def2-TZVPD basis

Last column: Löwdin charge in e.
CARTESIAN COORDINATES (ANGSTROEM)
Re: 0.3102 0.0214 0.7852  0.98
P: 2.0539 0.9172 2.0810  0.74
P: -0.6405 1.8816 -0.1598  0.66
P: 1.7317 -0.4706 -0.8842  0.67
H: -1.4809 -2.1240 1.0521  0.10
C: -0.4632 -2.0230 0.6505  -0.17
C: 0.6535 -1.9509 1.5932  -0.27
H: 0.4412 -2.0345 2.6648  0.06
C: 1.7333 1.3621 3.8345  -0.20
C: 2.7379 2.5443 1.5483  -0.20
C: 3.5794 -0.0764 2.3204  -0.20
C: -2.0592 1.2933 -1.1575  -0.20
C: -1.3718 3.0397 1.0567  -0.21
C: 0.2999 3.0189 -1.2613  -0.21
C: 2.6806 -2.0586 -0.8316  -0.19
C: 3.0819 0.6884 -1.3766  -0.20
C: 0.8062 -0.6523 -2.4659  -0.24
H: -0.3259 -2.5321 -0.3100  0.07
H: 1.5961 -2.4231 1.3315  0.05
H: 1.5017 0.4899 4.4560  0.05
H: 0.9079 2.0751 3.9282  0.06
H: 2.6248 1.8394 4.2627  0.09
H: 1.9620 3.3141 1.4840  0.05
H: 3.2459 2.4938 0.5803  0.04
H: 3.4712 2.8792 2.2898  0.09
H: 3.3345 -1.0633 2.7226  0.06
H: 4.2362 0.4178 3.0481  0.08
H: 4.1580 -0.2178 1.4016  0.05
H: -2.5653 2.1628 -1.5975  0.09
H: -2.7523 0.7517 -0.5013  0.07
H: -1.7412 0.6094 -1.9581  0.02
H: -1.7948 3.9003 0.5148  0.09
H: -0.6093 3.3873 1.7721  0.06
H: -2.1710 2.5322 1.6149  0.04
H: -0.3527 3.8758 -1.5267  0.08
H: 0.6191 2.5124 -2.1838  0.04
H: 1.1917 3.4018 -0.7433  0.05
H: 3.2799 -2.1387 -1.7497  0.08
H: 2.0084 -2.9248 -0.7775  0.07
H: 3.3628 -2.0974 0.0293  0.06
H: 3.5269 0.2922 -2.2999  0.08
H: 3.8840 0.7733 -0.6315  0.05
H: 2.6927 1.6921 -1.5849  0.04
H: 1.4770 -1.1396 -3.1866  0.08
H: 0.4730 0.3096 -2.8802  0.05
H: -0.0819 -1.2824 -2.3227  0.04
C: -2.0051 -0.9413 -5.1658  -0.18
C: -3.1233 -1.1010 -6.0248  0.08
C: -3.4326 -2.4048 -6.4316  0.03
C: -2.6436 -3.5005 -6.0512  0.07
C: -1.4619 -3.2838 -5.3244  0.03
C: -1.0939 -1.9836 -4.9761  0.04
O: -1.7934 0.1237 -4.2946  0.09
H: -2.4062 0.8676 -4.4595  0.15
H: -3.7478 -0.2624 -6.3365  0.15
H: -4.3154 -2.5923 -7.0488  0.15
H: -2.9303 -4.5146 -6.3281  0.16
H: -0.8279 -4.1131 -5.0204  0.14
H: -0.1611 -1.7810 -4.4485  0.10
C: -1.0688 -1.3339 4.8491  0.02
N: -1.8013 -0.0860 4.6139  -0.11
C: -2.5851 0.4889 5.7062  0.02
C: -1.6709 0.5684 3.4530  -0.21
O: -0.8826 0.1626 2.5531  -0.24
H: -1.3950 -1.6914 5.8315  0.12
H: 0.0147 -1.1688 4.8736  0.09
H: -1.3052 -2.0869 4.0902  0.11
H: -2.2225 1.4886 5.9623  0.11
H: -3.6490 0.5621 5.4560  0.12
H: -2.4743 -0.1620 6.5681  0.11
H: -2.2708 1.4778 3.3210  0.15

Output
Spin multiplicity = 4
E_LUMO (alpha / beta) = -14.02 / -13.89 eV
Expectation value of S² = 3.8358
HOMO energy (alpha / beta) = -20.66 / -20.43 eV
Charge = +4



Molecular formula: C20H44O6
Method: DFT, the ωB97M-V functional and the def2-TZVPD basis

Last column: natural (NBO) charge in e.
CARTESIAN COORDINATES (ANGSTROEM)
C: 0.8314 -1.7625 6.3501  -0.64
C: 1.2666 -1.2999 4.8391  -0.43
C: 1.7555 0.2959 4.9585  -0.08
O: 0.6148 1.0937 4.4917  -0.55
C: 0.4746 2.3660 5.2111  0.21
O: -0.8856 2.4984 5.7606  -0.52
C: -1.9005 2.6757 4.7127  0.97
O: -1.6929 2.7282 3.3947  -0.59
O: -3.3236 2.7849 5.1660  -0.24
O: -3.4607 2.0199 6.2254  -0.26
C: -4.6723 1.1595 6.0480  -0.14
C: -4.1471 -0.3546 5.7024  0.08
C: -5.3129 -1.3047 4.9776  -0.66
O: -2.9554 -0.4129 4.8355  -0.73
H: 0.4426 -2.8660 6.3193  0.22
H: 1.7273 -1.5810 7.0817  0.20
H: -0.0765 -1.0733 6.6985  0.22
H: 2.1286 -1.9240 4.3532  0.21
H: 0.3190 -1.3843 4.1233  0.23
H: 2.6116 0.4180 4.1539  0.18
H: 2.1210 0.5267 6.0451  0.19
H: 0.6635 3.3014 4.5021  0.19
H: 1.2156 2.5058 6.1184  0.19
H: -5.2372 1.2001 7.0846  0.21
H: -5.4160 1.6098 5.2408  0.21
H: -3.8502 -0.8646 6.7352  0.19
H: -5.5734 -2.1925 5.7295  0.22
H: -6.2841 -0.6323 4.8267  0.21
H: -4.8806 -1.7048 3.9461  0.24
H: -3.1400 0.0509 3.9599  0.48
C: -0.3758 -0.0619 1.2352  -0.61
C: -0.2168 -1.3664 0.4687  -0.40
C: 1.2378 -1.8306 0.3599  -0.40
C: 2.1751 -0.8843 -0.3993  -0.40
C: 1.7586 -0.5618 -1.8361  -0.40
C: 1.7243 -1.7836 -2.7410  -0.61
H: 0.1323 0.7663 0.7338  0.20
H: -1.4364 0.1995 1.3159  0.21
H: 0.0268 -0.1539 2.2487  0.21
H: -0.6631 -1.2648 -0.5259  0.19
H: -0.7915 -2.1445 0.9846  0.20
H: 1.2549 -2.8190 -0.1152  0.20
H: 1.6392 -1.9775 1.3706  0.20
H: 3.1776 -1.3303 -0.4114  0.20
H: 2.2722 0.0553 0.1575  0.20
H: 2.4753 0.1575 -2.2505  0.20
H: 0.7832 -0.0640 -1.8503  0.20
H: 2.7018 -2.2743 -2.7720  0.20
H: 1.4615 -1.4875 -3.7620  0.21
H: 0.9814 -2.5129 -2.4071  0.20
C: -0.8764 0.7471 -8.5560  -0.61
C: 0.1695 1.6783 -7.9617  -0.40
C: 1.5974 1.3414 -8.3987  -0.40
C: 2.1060 -0.0412 -7.9745  -0.40
C: 2.0823 -0.3154 -6.4691  -0.40
C: 2.9781 0.6208 -5.6731  -0.61
H: -0.7326 -0.2855 -8.2265  0.20
H: -1.8786 1.0589 -8.2425  0.21
H: -0.8428 0.7705 -9.6497  0.20
H: 0.0900 1.6709 -6.8697  0.19
H: -0.0576 2.7029 -8.2787  0.20
H: 2.2732 2.1131 -8.0105  0.20
H: 1.6591 1.4122 -9.4920  0.20
H: 3.1340 -0.1564 -8.3407  0.20
H: 1.5191 -0.8160 -8.4820  0.20
H: 2.4189 -1.3455 -6.3003  0.20
H: 1.0580 -0.2619 -6.0855  0.19
H: 4.0153 0.5537 -6.0149  0.20
H: 2.9533 0.3522 -4.6118  0.21
H: 2.6522 1.6610 -5.7581  0.20

Output
SMILES = CCCOCOC(=O)OOC[C@@H](C)O.CCCCCC.CCCCCC
Spin multiplicity = 1
E_LUMO = 0.80 eV
HOMO energy = -9.68 eV
Charge = 0



Molecular formula: C20H45BrCl2N3O
Method: DFT, the ωB97M-V functional and the def2-TZVPD basis

Last column: Löwdin charge in e.
CARTESIAN COORDINATES (ANGSTROEM)
C: 7.0118 1.6384 -2.0085  -0.14
C: 7.0938 0.0259 -2.2946  -0.64
Cl: 8.9385 -0.3872 -2.3402  0.53
C: 6.5012 -0.4539 -3.7460  -0.59
Cl: 7.4386 0.2661 -5.2122  0.55
C: 4.8694 -0.2747 -3.9140  -0.25
C: 4.1312 -0.9055 -2.5945  -0.13
C: 3.5308 0.1932 -1.5367  -0.21
C: 2.7105 1.4054 -2.2827  -0.56
Br: 3.0852 3.1129 -1.3122  0.72
C: 3.0112 1.4778 -3.9004  -0.27
O: 2.7398 2.8992 -4.2958  -0.09
N: 4.4262 1.1199 -4.2971  0.09
H: 5.9123 1.9656 -1.6785  0.05
H: 7.7743 2.0459 -1.2198  0.10
H: 7.1918 2.1982 -3.0467  0.08
H: 6.6562 -0.5621 -1.3820  0.11
H: 6.7021 -1.6286 -3.8128  0.14
H: 4.5670 -0.9777 -4.8308  0.18
H: 3.2498 -1.6083 -2.9678  0.14
H: 4.8437 -1.6249 -1.9622  0.14
H: 4.3354 0.5946 -0.7578  0.11
H: 2.7254 -0.3895 -0.8761  0.14
H: 1.5488 1.1755 -2.1691  0.13
H: 2.2080 0.8395 -4.4684  0.20
H: 3.5631 3.3180 -4.6832  0.12
H: 4.4508 1.1538 -5.3611  0.20
H: 5.0503 1.8911 -3.9747  0.16
C: -1.0537 4.2478 -0.5045  -0.09
C: -1.8738 3.6285 0.6224  -0.26
N: -1.7575 2.1713 0.7176  -0.19
C: -2.7405 1.5775 1.6249  -0.25
C: -2.6451 1.9301 3.1074  -0.09
C: -0.4006 1.6335 0.8357  -0.25
C: 0.4426 2.0967 2.0190  -0.08
H: -1.3164 3.8120 -1.4738  0.08
H: -1.2506 5.3242 -0.5562  0.08
H: 0.0214 4.1246 -0.3443  0.04
H: -2.9236 3.8858 0.4278  0.12
H: -1.6022 4.1168 1.5637  0.10
H: -2.7143 0.4839 1.5264  0.10
H: -3.7428 1.8577 1.2771  0.11
H: -1.8243 1.4011 3.5955  0.06
H: -3.5646 1.6274 3.6204  0.07
H: -2.5200 3.0033 3.2733  0.07
H: 0.1438 1.8728 -0.0841  0.07
H: -0.4406 0.5354 0.8411  0.11
H: 0.3573 3.1706 2.2036  0.07
H: 1.4996 1.8845 1.8224  0.06
H: 0.1791 1.5632 2.9348  0.06
C: -5.2088 -5.8578 2.1776  -0.09
C: -4.6125 -4.6713 2.9279  -0.27
N: -4.1524 -3.5837 2.0609  -0.19
C: -3.3572 -2.5826 2.7732  -0.26
C: -4.0523 -1.7590 3.8546  -0.09
C: -5.1357 -3.0406 1.1215  -0.25
C: -6.4219 -2.4614 1.7011  -0.09
H: -4.4994 -6.2662 1.4507  0.08
H: -5.4593 -6.6547 2.8861  0.08
H: -6.1316 -5.5900 1.6547  0.06
H: -3.7547 -5.0552 3.4961  0.12
H: -5.3419 -4.3188 3.6640  0.10
H: -2.9055 -1.8919 2.0483  0.09
H: -2.5008 -3.0892 3.2357  0.11
H: -4.6969 -0.9903 3.4239  0.05
H: -3.3041 -1.2386 4.4627  0.07
H: -4.6467 -2.3776 4.5320  0.07
H: -5.4074 -3.8320 0.4147  0.10
H: -4.6586 -2.2765 0.4923  0.11
H: -6.8422 -3.0803 2.4980  0.07
H: -7.1800 -2.3887 0.9130  0.07
H: -6.2707 -1.4509 2.0870  0.05

Output
Spin multiplicity = 1
E_LUMO = -3.40 eV
HOMO energy = -9.45 eV
Charge = +1



| no. | DFT total energy (eV) |
| --- | --- |
| 1 | -56994.0679 |
| 2 | -33730.6727 |
| 3 | -123064.4636 |